1.
# C4H4N2O2

A structure of composition C4H4N2O2 (ωB97M-V/def2-TZVPD, OMol25).

Each line ends with the Löwdin charge.
Positions of all 12 atoms, in Å:
1 C 1.812 -0.199 -0.034  -0.440
2 C 0.151 0.753 -0.286  -0.217
3 C -1.415 0.898 0.000  -0.037
4 C 0.416 -0.516 0.333  -0.174
5 H 0.038 0.643 -1.344  0.142
6 H -2.103 1.785 0.323  0.148
7 H -1.119 -2.004 0.481  0.205
8 H 0.254 -0.468 1.326  0.132
9 N -1.714 -0.293 -0.263  -0.058
10 N -0.755 -1.226 -0.288  -0.011
11 O 2.884 -0.542 -0.253  0.219
12 O 1.551 1.168 0.006  0.091

F_max: 5.317 eV/Å
energy above the lowest of the compared OMol25 structures with the same formula, charge and spin: 142.23 kcal per mole
LUMO level: 0.33 eV

***

2.
# C4H4N2O2

The molecule C4H4N2O2 (ωB97M-V/def2-TZVPD, OMol25).

Each line ends with the Löwdin charge.
Positions of all 12 atoms, in Å:
1 C 0.101 -0.547 1.249  -0.473
2 C -0.746 -0.992 0.210  0.028
3 C -0.617 -0.437 -1.118  0.064
4 C 0.175 0.768 -1.051  -0.446
5 H 1.005 -0.863 2.739  0.232
6 H -1.625 -1.693 0.368  0.136
7 H -1.224 -0.733 -1.939  0.098
8 H 0.939 2.391 -2.051  0.200
9 N 0.921 1.156 0.002  0.071
10 N 0.913 0.452 1.109  0.052
11 O -0.103 -1.100 2.493  -0.021
12 O 0.261 1.599 -2.011  0.059

F_max: 6.450 eV/Å
SMILES string: Oc1ccc(O)nn1
energy above the lowest of the compared OMol25 structures with the same formula, charge and spin: 74.53 kcal per mole
LUMO level: 0.14 eV

***

3.
# C4H4N2O2

The molecule C4H4N2O2 (ωB97M-V/def2-TZVPD, OMol25).

Each line ends with the Löwdin charge.
Positions of all 12 atoms, in Å:
1 C 0.556 -2.097 -0.468  -0.099
2 C 0.006 1.869 0.115  -0.531
3 C -0.086 -0.824 -0.112  -0.086
4 O 0.355 2.065 1.382  0.116
5 N -1.356 -0.678 0.099  0.098
6 C -1.834 0.513 0.009  -0.214
7 O 0.547 2.199 -0.884  0.132
8 N -1.668 1.696 0.124  0.205
9 H 1.213 2.521 1.393  0.137
10 H 0.989 -2.561 0.429  0.088
11 H -0.126 -2.801 -0.952  0.077
12 H 1.404 -1.902 -1.135  0.078

F_max: 2.259 eV/Å
energy above the lowest of the compared OMol25 structures with the same formula, charge and spin: 131.50 kcal per mole
LUMO level (spin up / spin down): -0.95 / -0.63 eV

***

4.
# C4H4N2O3

The molecule C4H4N2O3 (ωB97M-V/def2-TZVPD, OMol25).

Each line ends with the Löwdin charge.
Positions of all 13 atoms, in Å:
1 C -0.424 1.415 0.038  -0.105
2 C -0.471 0.030 0.053  -0.012
3 C 0.483 -1.062 0.011  -0.442
4 C 1.910 -0.559 -0.022  -0.010
5 N -1.600 1.990 -0.012  0.050
6 N -2.030 -0.206 0.004  -0.145
7 O -2.707 -1.187 0.006  0.128
8 O 0.175 -2.227 -0.013  0.107
9 O -2.549 1.053 -0.048  0.037
10 H 0.444 2.042 0.076  0.126
11 H 2.119 0.008 0.881  0.090
12 H 2.049 0.098 -0.878  0.088
13 H 2.601 -1.395 -0.095  0.089

F_max: 5.351 eV/Å
energy above the lowest of the compared OMol25 structures with the same formula, charge and spin: 131.42 kcal per mole
LUMO level (spin up / spin down): -0.65 / -0.65 eV

***

5.
# C4H4N2S

A cluster of 2 separate species, C4H4N2S in total (ωB97M-V/def2-TZVPD, OMol25).

Each line ends with the Löwdin charge.
Positions of all 11 atoms, in Å:
1 C -0.897 1.156 1.157  -0.178
2 C -0.999 0.315 0.014  -0.241
3 C 1.097 0.850 0.473  -0.286
4 C 0.574 -1.977 -1.183  -0.422
5 N 0.424 1.485 1.369  0.007
6 N 0.228 0.163 -0.356  -0.048
7 S -0.556 -2.443 -2.106  0.849
8 H -1.774 1.660 1.607  0.085
9 H -1.851 -0.140 -0.550  0.095
10 H 2.211 1.064 0.349  0.120
11 H 1.543 -2.132 -0.775  0.018

F_max: 6.302 eV/Å
energy above the lowest of the compared OMol25 structures with the same formula, charge and spin: 106.24 kcal per mole
LUMO level (spin up / spin down): -1.86 / -1.86 eV

***

6.
# C4H4N2S

A cluster of 2 separate species, C4H4N2S in total (ωB97M-V/def2-TZVPD, OMol25).

Each line ends with the Löwdin charge.
Positions of all 11 atoms, in Å:
1 C -0.694 1.714 -0.787  -0.005
2 C 0.260 1.369 -1.453  -0.003
3 C 1.495 -0.841 1.414  -0.708
4 C -0.770 -0.787 0.386  -0.310
5 N 0.182 -0.849 1.142  0.067
6 N -1.897 -1.083 -0.008  0.152
7 S 2.652 -0.309 0.418  0.649
8 H -1.631 1.698 -0.423  -0.011
9 H 0.917 0.932 -2.167  0.027
10 H 1.835 -1.218 2.339  0.032
11 H -2.349 -0.625 -0.861  0.110

F_max: 4.399 eV/Å
SMILES string: N=C=NC=S.C#C
energy above the lowest of the compared OMol25 structures with the same formula, charge and spin: 100.41 kcal per mole
LUMO level: -0.36 eV

***

7.
# C4H4N2S

The molecule C4H4N2S (ωB97M-V/def2-TZVPD, OMol25).

Each line ends with the Löwdin charge.
Positions of all 11 atoms, in Å:
1 C -1.427 1.146 -0.736  -0.374
2 C 1.751 -0.637 -0.242  -0.269
3 C 0.602 -0.227 0.847  -0.491
4 C -1.864 -0.101 -0.435  -0.382
5 N -1.107 2.255 -0.743  0.170
6 N 1.786 -0.218 -1.416  0.180
7 S -0.877 -1.073 0.623  0.934
8 H 2.596 -1.080 0.175  0.072
9 H 0.885 -0.425 1.840  0.045
10 H 0.398 0.838 0.931  0.069
11 H -2.743 -0.479 -0.844  0.044

F_max: 3.564 eV/Å
2S+1: 3
energy above the lowest of the compared OMol25 structures with the same formula, charge and spin: 18.58 kcal per mole
LUMO level (spin up / spin down): 0.51 / -1.41 eV

***

8.
# C4H4N2S2

The molecule C4H4N2S2 (ωB97M-V/def2-TZVPD, OMol25).

Each line ends with the Löwdin charge.
Positions of all 12 atoms, in Å:
1 C -0.920 -0.662 0.227  -0.713
2 C 1.267 -0.600 0.148  -0.836
3 C 1.346 0.754 -0.146  -0.174
4 C 0.213 1.420 -0.072  -0.102
5 H -2.144 -2.450 -0.118  -0.150
6 H 2.402 1.005 -0.473  0.112
7 H 0.220 2.409 -0.525  0.132
8 H -1.782 1.376 0.563  0.208
9 N 0.128 -1.312 0.052  0.057
10 N -0.893 0.715 0.377  0.007
11 S -2.583 -1.240 -0.086  0.843
12 S 2.746 -1.416 0.055  0.616

F_max: 5.588 eV/Å
SMILES string: S=c1cc[nH]c(S)n1
energy above the lowest of the compared OMol25 structures with the same formula, charge and spin: 45.45 kcal per mole
LUMO level: -0.36 eV

***

9.
# C4H4N2S2

A structure of composition C4H4N2S2 (ωB97M-V/def2-TZVPD, OMol25).

Each line ends with the Löwdin charge.
Positions of all 12 atoms, in Å:
1 C -1.880 -0.294 -0.136  -1.207
2 C -0.387 -0.222 0.040  -0.525
3 C 0.370 0.706 -0.546  -0.097
4 C 1.454 -0.956 0.464  -0.146
5 H -1.117 1.500 0.293  -0.042
6 H 0.153 1.622 -0.983  0.110
7 H 2.489 0.508 -0.663  0.109
8 H 2.290 -1.436 1.135  0.162
9 N 1.640 0.264 -0.284  0.098
10 N 0.241 -1.247 0.554  0.112
11 S -2.580 1.222 0.347  0.745
12 S -2.673 -1.669 -0.221  0.681

F_max: 5.642 eV/Å
energy above the lowest of the compared OMol25 structures with the same formula, charge and spin: 55.59 kcal per mole
LUMO level: -0.02 eV

***

10.
# C4H4N3O

The ion C4H4N3O with charge +1 (ωB97M-V/def2-TZVPD, OMol25).

Each line ends with the Löwdin charge.
Positions of all 12 atoms, in Å:
1 C 0.768 0.366 -0.155  -0.019
2 C 0.089 -0.881 -0.192  -0.078
3 C 0.298 1.575 -0.095  0.016
4 C -2.100 -0.008 -0.045  -0.106
5 N -4.420 0.380 0.029  0.270
6 N -3.351 0.007 -0.010  -0.074
7 N -1.242 -0.993 -0.141  0.030
8 O -0.079 2.745 -0.111  0.271
9 H 1.851 0.301 -0.225  0.163
10 H 0.664 -1.783 -0.273  0.133
11 H -1.570 -1.963 -0.184  0.186
12 H -0.212 3.227 0.738  0.208

F_max: 4.026 eV/Å
total charge: +1
energy above the lowest of the compared OMol25 structures with the same formula, charge and spin: 118.12 kcal per mole
LUMO level (spin up / spin down): -5.15 / -5.23 eV

***

11.
# C4H4N3O3

The ion C4H4N3O3 with charge -1 (ωB97M-V/def2-TZVPD, OMol25).

Each line ends with the Löwdin charge.
Positions of all 14 atoms, in Å:
1 C -1.976 -0.079 -1.151  -0.236
2 C -1.035 -0.936 0.533  -0.184
3 C 2.148 -0.746 -0.315  -0.682
4 C 1.113 0.379 0.326  -0.281
5 N -2.098 -1.082 -0.263  0.038
6 N -0.862 0.606 -1.002  0.065
7 N -0.255 0.036 0.032  -0.074
8 O 3.209 -0.173 -0.594  -0.030
9 O 1.711 -1.848 -0.483  0.026
10 O 1.389 1.652 -0.105  -0.003
11 H -2.666 0.251 -1.973  0.113
12 H -0.861 -1.478 1.319  0.042
13 H 1.302 0.370 1.454  0.158
14 H 2.171 1.569 -0.602  0.048

F_max: 6.526 eV/Å
2S+1: 3
total charge: -1
energy above the lowest of the compared OMol25 structures with the same formula, charge and spin: 0.00 kcal per mole
LUMO level (spin up / spin down): 4.04 / 0.93 eV

***

12.
# C4H4N4

The molecule C4H4N4 (ωB97M-V/def2-TZVPD, OMol25).

Each line ends with the Löwdin charge.
Positions of all 12 atoms, in Å:
1 C -1.044 0.783 0.001  -0.051
2 C -1.689 -0.640 -0.100  -0.126
3 C 1.777 0.632 -0.093  -0.101
4 C 0.459 0.339 -0.127  -0.244
5 H -1.263 1.684 -0.682  0.134
6 H -1.052 1.069 1.114  0.139
7 H -2.809 -0.698 -0.084  0.125
8 H 2.273 1.642 0.102  0.128
9 N -0.899 -1.632 -0.067  0.151
10 N 0.345 -0.997 -0.014  -0.177
11 N 1.520 -1.576 0.019  0.039
12 N 2.382 -0.607 -0.070  -0.017

F_max: 4.031 eV/Å
SMILES string: C1=Nn2nncc2C1
energy above the lowest of the compared OMol25 structures with the same formula, charge and spin: 66.14 kcal per mole
LUMO level: 0.42 eV